The following is a DFT calculation (ωB97M-V with the def2-TZVPD basis set) of a single BrClHOP molecule at a distorted geometry.

Last column: Löwdin charge in e.
CARTESIAN COORDINATES (ANGSTROEM)
Br -2.498 1.143 0.073  0.18
O -0.192 -0.624 -0.436  -0.50
H -0.064 0.206 0.146  0.05
P -1.759 -0.752 -0.950  0.23
Cl -2.581 -2.103 0.489  0.05

Results
- F_max (eV/Å) = 2.31
- E_LUMO (eV) = -0.14
- HOMO level (eV) = -10.45
- Kohn-Sham gap (eV) = 10.3
- calculated total energy (eV) = -93919.1384